ORCA calculation (ωB97M-V with the def2-TZVPD basis set) on one molecule with the formula C6H8N2O2 in a non-equilibrium geometry.

HOMO energy	-8.1	eV
multiplicity	1
gap between HOMO and LUMO	8.80	eV
SMILES	NC(=O)Cn1ccc(O)c1
calculated total energy	-13426.137	eV

XYZ file:
```
18
Properties=species:S:1:pos:R:3:forces:R:3:nbo_charge:R:1
O -3.203070 1.182587 0.026461 -0.1 0.3 0.0 -0.6703
C -2.139688 0.336118 -0.003861 0.4 -0.4 -0.2 0.2451
C -0.982577 0.577849 -0.713491 -0.2 0.1 0.0 -0.1671
N -0.162925 -0.521471 -0.545217 -0.2 -0.2 0.4 -0.3320
C 1.192796 -0.610295 -1.021807 -0.6 0.7 -0.7 -0.2857
C 2.171205 0.334637 -0.332220 2.8 -0.6 -2.3 0.6428
N 2.377588 0.176289 0.980962 1.5 0.0 1.3 -0.8587
C -0.780713 -1.433090 0.261019 -0.1 0.0 0.2 -0.0444
C -2.019304 -0.937670 0.621404 0.1 0.0 0.0 -0.3827
H -3.969917 0.742739 0.403305 0.1 -0.1 0.0 0.4809
H -0.689062 1.417873 -1.336998 -0.1 -0.3 0.2 0.2241
H 1.561927 -1.634865 -0.883613 -0.1 0.3 0.1 0.2350
H 1.229742 -0.386142 -2.096569 0.0 0.0 0.3 0.2290
H -0.283785 -2.359399 0.538233 -0.2 0.3 -0.1 0.2139
H -2.738947 -1.411785 1.285335 0.2 0.1 -0.3 0.2234
O 3.089361 0.845407 -0.989490 -1.5 -0.4 0.1 -0.5932
H 1.621848 0.351063 1.631132 0.6 -0.3 0.3 0.4135
H 3.432299 0.268071 1.141938 -2.6 0.5 0.6 0.4262
```
Positions in Å, forces in eV/Å.

ORCA calculation (ωB97M-V with the def2-TZVPD basis set) on C15H14BCl4F4N2O2RuS as an isolated structure in a non-equilibrium geometry.

HOMO energy (spin up / spin down)	-3.2 / -5.8	eV
expectation value of S²	6.15
multiplicity	5
gap between HOMO and LUMO (spin up / spin down)	5.38 / 6.54	eV
total charge	-1
calculated total energy	-97916.728	eV

XYZ file:
```
44
Properties=species:S:1:pos:R:3:forces:R:3:nbo_charge:R:1
Ru -0.254062 0.741931 -0.764284 -0.7 0.8 0.9 0.9490
Cl 4.306583 -4.120768 1.082041 0.0 -0.1 0.0 0.0440
C 3.450226 -2.893808 0.239504 -0.3 0.2 0.2 -0.0808
C 3.882755 -2.500244 -1.053998 -0.1 0.3 -0.3 -0.0567
Cl 5.214248 -3.303683 -1.780702 0.1 -0.1 0.0 0.0481
C 3.251558 -1.476029 -1.723356 0.2 -0.3 -0.1 -0.1550
Cl 3.789824 -0.966703 -3.276313 -0.1 0.1 0.0 0.0380
C 2.126171 -0.816069 -1.168925 0.1 0.1 0.1 0.4248
O 1.545768 0.150079 -1.749760 -0.1 -0.3 0.1 -0.6445
C 1.665720 -1.240896 0.156747 0.0 0.3 0.0 0.3254
O 0.697598 -0.634335 0.694778 0.1 0.1 -0.2 -0.5958
C 2.371974 -2.277684 0.825047 0.3 -0.4 0.0 -0.1057
Cl 1.823556 -2.726658 2.385777 0.0 0.0 0.1 0.0521
C -2.997569 0.513697 -2.357972 -0.1 0.0 0.2 -0.6165
C -3.259362 1.009877 -0.919258 -0.2 -0.1 -0.2 -0.1714
C -3.980739 -0.090439 -0.115877 0.2 0.1 0.0 -0.5962
C -4.141622 2.267572 -0.970610 0.2 0.0 0.1 -0.5938
C -1.982807 1.330506 -0.193284 1.1 -0.4 -0.8 -0.1194
H -2.835078 -0.560805 -2.374042 0.1 0.0 -0.1 0.2503
H -2.115775 1.008192 -2.777354 -0.1 0.0 -0.1 0.2062
H -3.848014 0.739080 -3.005022 0.0 0.0 0.0 0.2024
H -4.928186 -0.332854 -0.600932 0.0 0.0 0.0 0.2081
H -4.185163 0.241229 0.904678 0.0 0.0 0.0 0.1991
H -3.361589 -0.987576 -0.074172 -0.1 0.0 0.0 0.2442
H -5.094324 2.035791 -1.449686 0.0 0.0 0.0 0.2065
H -3.645947 3.055504 -1.541168 -0.1 0.0 0.0 0.2111
H -4.345457 2.643824 0.034542 0.0 0.0 0.0 0.2006
H -2.163908 1.988338 0.664742 0.2 -0.1 0.1 0.1650
F -1.987314 -3.225602 -1.985090 0.1 0.0 0.0 -0.5602
B -0.904890 -2.780534 -1.238132 -0.1 0.0 0.2 1.3598
F -0.776414 -1.329472 -1.530300 -0.1 0.4 -0.1 -0.5889
F -1.133089 -2.905750 0.125201 0.0 0.0 -0.1 -0.5577
F 0.291111 -3.371954 -1.619067 0.0 0.0 0.0 -0.5591
S 0.843612 2.780681 -0.257332 -0.8 -0.6 -0.2 -0.1037
C 1.706062 2.277792 1.178684 0.4 0.0 0.5 0.2507
N 0.925780 1.865611 2.267315 0.3 0.2 -0.2 -0.5992
C 1.552466 1.478656 3.444643 0.0 -0.2 0.3 -0.0355
C 2.894336 1.637760 3.562397 0.1 0.1 -0.3 -0.2863
C 3.613420 2.112886 2.447539 0.2 0.0 0.4 -0.0939
N 2.987573 2.409046 1.273890 -0.4 0.0 -0.5 -0.4706
H -0.006345 1.553368 2.074376 -0.1 -0.1 -0.1 0.4105
H 0.918663 1.076111 4.220056 0.0 0.0 0.0 0.2002
H 3.401298 1.387034 4.483026 0.0 -0.1 0.0 0.2137
H 4.687365 2.237300 2.461645 0.0 0.0 0.0 0.1810
```
Positions in Å, forces in eV/Å.

ORCA calculation (ωB97M-V with the def2-TZVPD basis set) on one molecule with the formula C4H6N4 in a non-equilibrium geometry.

HOMO energy	-8.5	eV
multiplicity	1
gap between HOMO and LUMO	9.36	eV
SMILES	[H]/N=C1\NN=CC(=C)N1
calculated total energy	-10201.620	eV

XYZ file:
```
14
Properties=species:S:1:pos:R:3:forces:R:3:nbo_charge:R:1
C 2.163591 -0.923679 -0.254208 -1.2 -1.2 0.9 -0.4642
C 1.086660 -0.131356 -0.122714 -1.0 -1.5 0.3 0.1026
C -1.484734 -0.304855 -0.078904 4.6 3.2 -0.5 0.6103
C 0.924441 1.387841 0.112097 5.6 -3.4 2.5 0.0591
H 3.037825 -0.355139 -0.165160 1.9 -0.2 -0.1 0.2052
H 2.055393 -2.121473 -0.104886 0.6 3.3 -0.7 0.2134
H -0.132451 -1.941108 0.177606 0.2 3.4 -0.5 0.4252
H -3.304118 -0.562441 0.227522 -3.0 1.7 0.1 0.3585
H -2.079364 1.825218 -0.380284 -2.8 1.5 0.4 0.3899
H 1.877778 1.890117 0.859251 -2.9 -1.0 -2.9 0.2149
N -0.114823 -0.843914 0.031519 -3.9 -1.2 0.0 -0.6440
N -2.480424 -1.008121 0.079225 1.7 -2.5 0.1 -0.7273
N -1.382644 1.181598 -0.408607 5.6 -3.8 0.8 -0.5046
N -0.167136 1.907318 0.027541 -5.3 1.7 -0.4 -0.2390
```
Positions in Å, forces in eV/Å.

ORCA calculation (ωB97M-V with the def2-TZVPD basis set) on one molecule with the formula C4H7BrN2 in a non-equilibrium geometry.

HOMO energy	-8.8	eV
multiplicity	1
gap between HOMO and LUMO	9.51	eV
SMILES	C/C=N/N=C(/C)Br
calculated total energy	-77281.515	eV

XYZ file:
```
14
Properties=species:S:1:pos:R:3:forces:R:3:nbo_charge:R:1
C 1.319394 0.819661 -0.386346 1.5 2.8 -0.1 0.0944
C -1.455284 -0.788543 0.094852 4.6 1.0 -0.9 0.1382
C 2.386975 1.733373 0.183298 -0.5 2.2 -2.6 -0.6428
C -2.273695 -2.003056 -0.041563 0.0 -0.8 1.2 -0.6885
N 0.738427 0.038959 0.364874 0.3 -0.4 2.2 -0.2270
N -0.115935 -0.891299 0.149573 -5.9 -1.2 -1.3 -0.2190
Br -2.393305 0.883226 0.189266 0.3 -0.1 0.1 0.0019
H 1.088460 1.196651 -1.362026 -0.8 -1.1 -1.2 0.1628
H 1.865011 2.538600 0.783770 0.9 -0.8 -0.5 0.2321
H 2.915908 2.227925 -0.765163 -1.1 -0.7 2.2 0.1984
H 3.144062 1.231848 0.708596 0.8 -0.7 1.1 0.2250
H -3.048239 -1.881554 0.744342 -0.1 -0.5 -0.8 0.2298
H -2.639840 -2.415335 -1.017183 0.2 1.1 0.8 0.2457
H -1.531935 -2.690455 0.353709 -0.3 -0.9 -0.1 0.2490
```
Positions in Å, forces in eV/Å.

ORCA calculation (ωB97M-V with the def2-TZVPD basis set) on C7H12CeClI2NOPS as an isolated structure in a non-equilibrium geometry.

HOMO energy (spin up / spin down)	-16.1 / -16.0	eV
expectation value of S²	0.87
multiplicity	2
gap between HOMO and LUMO (spin up / spin down)	5.68 / 4.43	eV
total charge	+2
calculated total energy	-72752.221	eV

XYZ file:
```
27
Properties=species:S:1:pos:R:3:forces:R:3:nbo_charge:R:1
I 3.172099 -0.071863 -3.105164 -0.3 0.1 1.2 0.1618
I 3.513428 -1.058679 1.281903 0.5 -0.2 -0.1 0.4741
Ce 1.485332 0.201074 -0.660713 -1.9 0.9 -2.6 0.5482
P -0.524278 -1.994304 -0.824628 -1.1 -2.0 -1.2 0.9731
C -0.749718 -3.515349 0.178939 0.4 0.2 0.9 -0.9302
C -2.170092 -2.020611 -1.651308 -0.3 1.0 0.1 -0.9050
H 0.546361 -1.932002 -2.991070 0.1 -0.5 0.1 0.2739
H 0.014514 -3.607588 -2.546164 0.1 0.2 0.0 0.2847
H 1.494492 -2.925863 -1.808768 -0.1 0.0 -0.3 0.2502
C 0.492734 -2.687026 -2.191596 0.4 0.7 0.3 -0.9191
H -2.207738 -1.216720 -2.404216 -0.1 -0.4 0.3 0.2722
H -2.326659 -3.001327 -2.136316 0.3 0.4 0.3 0.2679
H -1.069076 -4.342381 -0.474097 0.1 0.4 0.1 0.2749
H -1.519786 -3.365400 0.952590 0.3 0.0 -0.3 0.2665
H -2.978291 -1.861006 -0.915757 0.4 0.0 -0.3 0.2679
H 0.192393 -3.790166 0.673837 -0.3 -0.1 -0.1 0.2469
C 0.468636 -0.729245 1.485677 -1.1 -0.8 4.8 0.5383
O 0.149602 -1.006122 2.565911 0.9 0.8 -4.2 -0.3669
Cl -0.489528 1.057494 -2.221442 1.3 -0.7 1.1 -0.2756
S 1.289551 3.915483 2.525276 -0.2 -0.5 -1.3 0.6254
C 0.920945 4.464509 0.906526 -0.3 -0.9 0.2 -0.3740
C 0.673410 3.407346 0.076301 0.7 -0.3 0.6 -0.0348
N 0.904162 2.163180 0.688437 0.2 0.0 1.0 -0.5936
C 1.207351 2.288878 2.002941 -0.4 1.3 -1.2 -0.1405
H 0.855080 5.507946 0.644724 0.0 0.1 0.2 0.2915
H 0.349555 3.413662 -0.972504 0.2 0.2 0.6 0.2740
H 1.329057 1.470031 2.703944 0.1 0.1 -0.2 0.2481
```
Positions in Å, forces in eV/Å.